Molecular formula: C18H9Cl5N3OSSc
Method: DFT, ωB97M-V with the def2-TZVPD basis set

Properties
Total charge: +2
HOMO level (eV): -13.942
Energy relative to the best compared isomer or geometry (same formula, charge and spin) (kcal/mol): 0.0
Lowest unoccupied orbital energy (eV): -8.11
Frontier orbital gap (eV): 5.84

Structure (XYZ):
```
38
C18H9Cl5N3OSSc ωB97M-V with the def2-TZVPD basis set
Sc 1.032 0.922 -1.426
Cl 1.286 6.579 2.484
C 1.813 5.227 1.532
C 0.914 4.822 0.510
Cl -0.600 5.595 0.231
C 1.225 3.700 -0.291
Cl 0.176 3.223 -1.743
C 2.287 2.869 0.041
O 2.557 1.667 -0.530
C 3.147 3.295 1.080
Cl 4.493 2.382 1.379
C 2.915 4.426 1.899
Cl 3.866 4.841 3.254
N -1.328 -2.283 -0.077
C -1.828 -2.170 1.267
C -2.713 -3.127 1.796
C -3.088 -3.093 3.120
C -2.732 -2.001 3.911
C -1.945 -0.985 3.382
C -1.441 -1.120 2.086
S -0.261 0.105 1.587
N 0.001 -0.289 -0.089
C -0.409 -1.435 -0.661
C 0.058 -1.715 -2.071
C -0.521 -2.703 -2.871
C -0.142 -2.820 -4.181
C 0.780 -1.927 -4.730
C 1.350 -0.968 -3.926
N 0.986 -0.834 -2.606
H -1.829 -2.960 -0.630
H -3.015 -3.991 1.180
H -3.712 -3.904 3.497
H -3.052 -2.022 4.944
H -1.604 -0.109 3.943
H -1.319 -3.280 -2.419
H -0.557 -3.612 -4.798
H 1.052 -1.953 -5.776
H 2.156 -0.352 -4.299
```


Molecular formula: C19H10Br2I2N3OPd
Method: DFT, ωB97M-V with the def2-TZVPD basis set

Properties
Total charge: +1
HOMO level (alpha / beta) (eV): -9.052 / -11.281
2S+1: 3
Energy relative to the best compared isomer or geometry (same formula, charge and spin) (kcal/mol): 9.7
Lowest unoccupied orbital energy (alpha / beta) (eV): -3.82 / -5.62
Frontier orbital gap (alpha / beta) (eV): 5.23 / 5.66

Structure (XYZ):
```
38
C19H10Br2I2N3OPd ωB97M-V with the def2-TZVPD basis set
Pd -0.210 0.031 -0.166
I 2.254 -2.209 3.643
C 0.363 -2.676 2.900
C -0.409 -3.691 3.418
C -1.661 -3.960 2.886
I -2.766 -5.524 3.739
C -2.187 -3.207 1.799
C -3.442 -3.426 1.215
C -3.830 -2.617 0.161
C -2.991 -1.618 -0.298
N -1.777 -1.365 0.225
C -1.390 -2.163 1.268
C -0.100 -1.885 1.815
O 0.609 -0.941 1.327
H -0.037 -4.279 4.242
H -4.088 -4.207 1.582
H -4.791 -2.767 -0.302
H -3.325 -1.006 -1.122
Br 4.897 4.216 -1.074
C 3.478 3.006 -0.775
C 3.567 2.040 0.245
C 2.509 1.181 0.426
N 1.397 1.221 -0.325
C 1.301 2.158 -1.320
C 2.346 3.063 -1.554
C 0.084 2.126 -2.066
C -0.183 3.012 -3.120
C -1.373 2.932 -3.800
Br -1.763 4.110 -5.223
C -2.304 1.951 -3.417
C -1.983 1.115 -2.378
N -0.832 1.164 -1.692
H 4.448 1.984 0.864
H 2.553 0.427 1.206
H 2.260 3.795 -2.339
H 0.544 3.755 -3.395
H -3.244 1.868 -3.935
H -2.691 0.358 -2.077
```


Molecular formula: C19H11CuN5O7
Method: DFT, ωB97M-V with the def2-TZVPD basis set

Properties
Total charge: -1
HOMO level (eV): -4.791
Energy relative to the best compared isomer or geometry (same formula, charge and spin) (kcal/mol): 6.7
Lowest unoccupied orbital energy (eV): 1.15
Frontier orbital gap (eV): 5.94

Structure (XYZ):
```
43
C19H11CuN5O7 ωB97M-V with the def2-TZVPD basis set
Cu -2.040 -0.419 1.871
O -4.694 -2.773 0.314
C -4.192 -1.791 0.839
O -3.247 -1.857 1.698
C -4.757 -0.418 0.441
C -5.872 -0.464 -0.364
C -6.526 0.687 -0.806
C -6.035 1.945 -0.438
C -4.934 2.006 0.370
C -4.223 0.847 0.835
O -3.157 1.057 1.508
N -4.390 3.297 0.741
O -4.709 3.766 1.810
O -3.652 3.836 -0.056
N -7.680 0.591 -1.610
O -8.088 -0.517 -1.926
O -8.233 1.631 -1.955
H -6.232 -1.439 -0.663
H -6.518 2.842 -0.798
N 4.234 -1.318 -0.881
C 5.555 -1.010 -1.053
C 6.539 -1.518 -1.880
C 7.792 -0.947 -1.780
C 8.058 0.094 -0.886
C 7.083 0.604 -0.056
C 5.813 0.045 -0.140
N 4.677 0.344 0.547
C 3.752 -0.470 0.091
C 2.397 -0.479 0.553
C 1.426 -1.363 0.063
C 0.167 -1.341 0.606
N -0.196 -0.505 1.598
C 0.729 0.359 2.056
C 2.008 0.409 1.567
H 3.709 -2.023 -1.370
H 6.332 -2.323 -2.573
H 8.589 -1.311 -2.411
H 9.054 0.509 -0.849
H 7.271 1.407 0.639
H 1.650 -2.079 -0.714
H -0.591 -2.035 0.269
H 0.400 1.018 2.845
H 2.735 1.105 1.951
```


Molecular formula: C19H12AuBrN2O6
Method: DFT, ωB97M-V with the def2-TZVPD basis set

Properties
Total charge: 0
HOMO level (alpha / beta) (eV): -9.223 / -9.226
Lowest unoccupied orbital energy (alpha / beta) (eV): -2.98 / -3.04
Frontier orbital gap (alpha / beta) (eV): 6.24 / 6.19

Structure (XYZ):
```
41
C19H12AuBrN2O6 ωB97M-V with the def2-TZVPD basis set
Au 0.817 -0.753 -0.826
O 4.910 0.253 -0.937
C 3.766 -0.096 -0.728
O 2.908 -0.524 -1.577
C 3.233 0.000 0.702
C 4.000 0.353 1.794
C 3.387 0.434 3.038
C 2.026 0.181 3.155
C 1.315 -0.155 2.020
N 1.936 -0.247 0.848
C -0.192 -0.396 2.009
O -0.786 -0.422 3.068
O -0.695 -0.525 0.836
H 5.050 0.555 1.642
H 3.966 0.702 3.912
H 1.494 0.240 4.094
C -0.366 4.174 -1.493
C 0.970 3.802 -1.454
C 1.279 2.465 -1.276
N 0.331 1.543 -1.131
C -0.953 1.888 -1.162
C -1.345 3.203 -1.347
H -0.640 5.210 -1.638
H 1.762 4.528 -1.565
H 2.305 2.117 -1.267
H -1.672 1.090 -1.017
H -2.396 3.454 -1.375
Br 0.158 -3.568 -0.456
C -1.655 -2.967 -0.317
C -2.370 -3.340 0.806
C -3.647 -2.838 0.983
C -4.200 -1.996 0.031
C -3.482 -1.668 -1.108
C -2.188 -2.140 -1.289
C -1.464 -1.727 -2.573
O -2.065 -1.878 -3.614
O -0.267 -1.228 -2.503
H -1.919 -3.987 1.546
H -4.199 -3.096 1.876
H -5.197 -1.597 0.170
H -3.917 -1.044 -1.878
```


Molecular formula: C19H12Cl2KN3O2S3
Method: DFT, ωB97M-V with the def2-TZVPD basis set

Properties
Total charge: -2
HOMO level (alpha / beta) (eV): -2.529 / -0.463
Lowest unoccupied orbital energy (alpha / beta) (eV): 3.94 / 3.41
Frontier orbital gap (alpha / beta) (eV): 6.47 / 3.88

Structure (XYZ):
```
42
C19H12Cl2KN3O2S3 ωB97M-V with the def2-TZVPD basis set
K -0.542 -0.004 -0.435
S -1.356 -1.874 4.996
C -1.322 -1.015 3.548
S -2.126 -1.613 2.196
S -0.604 0.506 3.532
C 0.326 -3.228 -5.884
C 1.369 -3.875 -5.227
C 1.727 -3.512 -3.942
C 1.041 -2.477 -3.265
C -0.002 -1.821 -3.952
C -0.350 -2.197 -5.234
N 1.309 -2.082 -1.977
N 2.326 -2.705 -1.432
C 2.623 -2.398 -0.142
C 3.610 -3.213 0.469
C 3.965 -2.987 1.776
C 3.349 -1.947 2.473
C 2.407 -1.183 1.797
N 2.044 -1.378 0.535
H 0.048 -3.524 -6.890
H 1.908 -4.672 -5.730
H 2.530 -4.015 -3.421
H -0.522 -1.014 -3.449
H -1.159 -1.683 -5.740
H 4.050 -4.009 -0.116
H 4.706 -3.613 2.263
H 3.585 -1.740 3.509
H 1.909 -0.371 2.313
Cl -6.435 4.232 -2.955
C -4.986 3.272 -2.756
C -4.563 2.454 -3.814
C -3.442 1.689 -3.657
Cl -2.901 0.697 -4.974
C -2.646 1.651 -2.444
O -1.655 0.903 -2.328
C -3.108 2.566 -1.424
C -2.339 2.758 -0.214
O -1.273 2.248 0.075
C -4.267 3.334 -1.595
H -5.116 2.434 -4.743
H -2.797 3.497 0.482
H -4.581 3.996 -0.795
```


In order of appearance, strongest force on any atom = 2.02; 3.39; 1.63; 1.85; 1.94 eV/A.